(1)
11
Properties=species:S:1:pos:R:3:forces:R:3 method="wB97M-V/def2-TZVPD" lumo_energy_ev=1.0 largest_force_ev_per_a=5.26 e_tot_ha=-268.26577 smiles=OC[C@@H]1CO1
C -0.342 0.027 -1.170 4.1 0.3 0.9
C -0.590 -0.612 0.142 -4.3 1.8 1.2
C -0.426 0.302 1.367 3.2 0.2 -4.1
H 1.351 0.442 -0.431 -0.9 1.9 -2.0
H 0.062 -0.587 -1.894 -0.1 -2.4 -1.5
H -1.133 0.512 -1.520 -3.5 2.1 -1.4
H -1.637 -1.247 0.267 3.0 0.9 -0.6
H -0.984 0.187 2.185 -2.0 -1.7 3.1
H 0.021 1.337 1.449 -0.1 -1.5 -1.2
O 0.802 0.975 -1.144 0.3 -2.1 3.1
O 0.506 -0.843 0.882 0.2 0.4 2.5

=====

(2)
11
Properties=species:S:1:pos:R:3:forces:R:3 method="wB97M-V/def2-TZVPD" lumo_energy_ev=0.9 largest_force_ev_per_a=4.96 e_tot_ha=-268.31053 smiles="CC=O.C=O"
O 0.380 1.967 0.688 2.7 -1.2 -3.4
C -0.320 2.339 1.531 -1.4 1.1 3.2
H -1.256 1.789 1.714 -0.4 0.4 0.4
H 0.039 3.166 2.209 -0.8 -0.3 -0.2
O 1.217 -1.530 -2.257 0.8 -0.7 0.7
C 0.928 -1.725 -1.097 -0.8 0.2 -0.7
C -0.357 -1.126 -0.636 0.7 3.8 -3.1
H 1.555 -2.289 -0.361 0.0 0.2 -0.5
H -0.886 -1.418 0.154 -1.1 -1.5 4.1
H -1.153 -1.207 -1.392 0.7 0.1 -0.5
H -0.148 0.034 -0.554 -0.4 -2.2 0.0

=====

(3)
12
Properties=species:S:1:pos:R:3:forces:R:3 method="wB97M-V/def2-TZVPD" charge=-1 lumo_energy_ev=4.4 largest_force_ev_per_a=3.72 e_tot_ha=-609.74056 smiles="C=CP([O-])OC"
C 0.592 -1.893 0.466 0.1 0.0 0.2
C -0.031 -1.747 -0.682 -0.9 1.7 -1.4
C -1.108 1.743 0.489 1.1 -3.5 0.8
O -2.214 -0.815 0.843 -0.1 -0.4 0.8
O -1.376 1.026 -0.680 -0.1 -1.5 -1.1
P -1.859 -0.649 -0.606 0.8 0.0 -0.8
H 1.559 -2.334 0.433 1.0 -0.4 0.5
H 0.186 -1.556 1.417 -0.2 -0.1 -0.1
H 0.552 -2.009 -1.632 -1.0 0.2 1.1
H -1.046 0.990 1.402 0.9 1.5 -1.6
H -1.968 2.222 0.754 -2.3 2.2 0.6
H -0.303 2.382 0.176 0.7 0.5 1.0

=====

(4)
12
Properties=species:S:1:pos:R:3:forces:R:3 method="wB97M-V/def2-TZVPD" charge=-1 lumo_energy_ev=4.3 largest_force_ev_per_a=4.63 e_tot_ha=-609.72047
C -1.665 1.364 -0.105 0.9 -0.7 1.1
C 0.972 -1.436 -0.950 0.7 1.6 1.3
C -0.988 0.473 0.616 0.2 -2.6 1.4
O 1.168 1.289 -0.743 0.5 1.0 -1.0
O 1.499 -0.110 1.387 1.0 -2.1 0.1
P 0.801 0.017 -0.115 -1.6 -0.6 1.9
H -2.643 1.584 0.133 -2.2 0.5 0.5
H -1.226 1.960 -0.875 0.6 0.0 -0.4
H 0.812 -1.514 -1.963 -0.3 0.6 -2.3
H 0.830 -2.375 -0.556 -0.4 -1.9 1.7
H -1.589 -0.284 1.687 1.8 2.5 -3.5
H 2.029 -0.967 1.483 -1.1 1.8 -0.6

=====

no.,E_HOMO (Ha)
1,-0.3739
2,-0.3587
3,-0.0989
4,-0.1030